(1)
A structure of composition C28H33I2N5O2TaTe, computed with ωB97M-V/def2-TZVPD.

Atoms and positions in Å:
Ta -0.174 -0.493 0.129
C -0.068 -0.417 -3.402
N -0.207 0.660 -2.415
C -1.330 1.563 -2.647
C -2.432 1.263 -1.707
N -2.253 0.712 -0.525
C -3.501 0.776 0.121
C -3.896 0.396 1.403
C -5.209 0.616 1.760
C -6.126 1.196 0.867
C -5.750 1.575 -0.404
C -4.420 1.360 -0.747
N -3.699 1.646 -1.904
C -0.128 -1.769 -2.791
N -0.047 -2.050 -1.493
C -0.037 -3.466 -1.407
C 0.045 -4.321 -0.313
C 0.030 -5.679 -0.565
C -0.060 -6.185 -1.870
C -0.141 -5.345 -2.961
C -0.130 -3.983 -2.693
N -0.192 -2.870 -3.531
H 0.892 -0.331 -3.916
H -0.843 -0.349 -4.168
H 0.645 1.208 -2.427
H -1.685 1.532 -3.680
H -1.009 2.590 -2.454
H -3.195 -0.051 2.097
H -5.547 0.344 2.751
H -7.147 1.350 1.187
H -6.453 2.025 -1.092
H -4.065 2.101 -2.727
H 0.128 -3.941 0.694
H 0.088 -6.376 0.261
H -0.060 -7.256 -2.024
H -0.204 -5.733 -3.969
H -0.256 -2.900 -4.539
I -3.079 -2.597 0.081
C -2.852 -3.421 2.026
I -1.053 -2.777 2.952
H -2.820 -4.500 1.932
H -3.689 -3.099 2.633
C -1.047 0.971 3.280
C -0.612 0.609 1.926
O -0.169 1.398 1.085
H -1.596 1.915 3.251
H -0.145 1.148 3.880
H -1.626 0.189 3.759
O 1.905 -2.471 1.537
H 2.348 -3.241 1.154
H 2.237 -2.437 2.444
C 5.728 4.924 1.630
C 4.719 3.864 1.303
C 4.542 2.754 2.119
C 3.721 1.694 1.751
C 3.574 0.506 2.670
C 3.067 1.778 0.519
Te 2.431 -0.012 -0.403
C 3.084 2.954 -0.246
C 2.213 3.130 -1.463
C 3.925 3.974 0.161
H 6.233 4.730 2.573
H 5.264 5.911 1.673
H 6.476 4.971 0.837
H 5.084 2.690 3.056
H 3.791 0.797 3.696
H 4.276 -0.286 2.396
H 2.559 0.106 2.635
H 1.218 2.720 -1.269
H 2.656 2.642 -2.338
H 2.099 4.185 -1.705
H 3.979 4.882 -0.430

Computed properties:
total charge	+3
Kohn-Sham gap (spin up / spin down)	5.3591 / 5.3678	eV
ΔE to the lowest compared entry with this formula, charge and spin	82.1	kJ/mol

Atomic partial charges in e from the Mulliken method, atoms 1 to 8:
1. Ta 0.49
2. C -1.03
3. N 0.25
4. C -1.34
5. C 0.46
6. N 0.47
7. C -0.05
8. C -0.02

---

(2)
An isolated molecule of C2HFN4O2, computed with ωB97M-V/def2-TZVPD.

Atoms and positions in Å:
C 2.007 -0.080 -0.021
C 1.067 1.965 0.045
N 0.874 -0.621 -0.021
N -0.094 1.511 0.062
N -0.185 0.150 0.016
N 3.313 -0.562 -0.006
O 4.202 0.222 -0.260
O 3.450 -1.736 0.274
F 1.561 3.150 0.098
H -1.104 -0.264 -0.012

Computed properties:
total charge	0
Kohn-Sham gap	9.1040	eV
ΔE to the lowest compared entry with this formula, charge and spin	0.0	kJ/mol

Atomic partial charges in e from the Mulliken method, atoms 1 to 8:
1. C 0.08
2. C 0.44
3. N -0.30
4. N -0.46
5. N 0.22
6. N 0.91
7. O -0.51
8. O -0.50

---

(3)
An isolated molecule of C4H5N3, computed with ωB97M-V/def2-TZVPD.

Atoms and positions in Å:
C 0.638 -0.434 1.275
C -0.110 -1.314 0.111
C -0.210 -0.016 -0.618
N -0.672 0.849 -1.509
N -0.201 2.099 -1.074
N 0.442 1.991 0.100
C 0.523 0.667 0.221
H 1.684 -0.624 2.032
H -0.331 -0.394 2.019
H 0.575 -1.783 -0.478
H -1.039 -1.893 0.332
H -1.300 0.853 -2.412

Computed properties:
total charge	0
Kohn-Sham gap	9.8990	eV
SMILES	C1Cc2[nH]nnc21
ΔE to the lowest compared entry with this formula, charge and spin	527.4	kJ/mol

Atomic partial charges in e from the Mulliken method, atoms 1 to 8:
1. C -0.42
2. C -0.52
3. C 0.29
4. N -0.01
5. N -0.46
6. N -0.35
7. C 0.15
8. H 0.28

---

no.,M (g mol⁻¹),electronic energy (eV)
1,1034.0,-66138.9378
2,132.1,-14854.8803
3,95.1,-8694.3460